Entry 1:
The following is a DFT calculation (ωB97M-V/def2-TZVPD) of a 8-piece molecular cluster, C32H70O11 overall.

Gap between HOMO and LUMO ... 9.95 eV
SMILES ... C1CCOC1.C1CCOC1.C1CCOC1.C1CCOC1.C1CCOC1.COCCOC.COCCOC.COCCOC

Geometry as ORCA input:
```
! wB97M-V def2-TZVPD RIJCOSX def2/J DEFGRID3
* xyz 0 1
C 1.1962 -2.4003 -3.5473
C 0.7657 -3.4205 -2.5480
C -0.5225 -3.9562 -3.1726
O -0.0257 -4.1643 -4.5133
C 0.7034 -2.9836 -4.8788
H 2.2782 -2.2807 -3.4237
H 0.8005 -1.4189 -3.2743
H 0.5279 -3.0507 -1.5435
H 1.4387 -4.2700 -2.4379
H -1.4053 -3.3199 -3.1713
H -0.6466 -4.8762 -2.5988
H 0.0496 -2.2420 -5.3500
H 1.4972 -3.2122 -5.5861
C -3.2384 -2.4026 -0.9507
C -3.9651 -3.6146 -0.2936
C -5.0519 -3.9652 -1.2974
O -5.2161 -2.8433 -2.1510
C -3.9263 -2.2294 -2.2801
H -2.1782 -2.6577 -0.9682
H -3.3849 -1.4971 -0.3647
H -4.4496 -3.2556 0.6166
H -3.3220 -4.4604 -0.0628
H -5.9692 -4.3584 -0.8631
H -4.7016 -4.7689 -1.9659
H -4.0291 -1.1729 -2.5284
H -3.4902 -2.7305 -3.1521
C 1.8546 0.7296 4.6372
C 2.6449 0.4047 5.8698
C 4.0841 0.5707 5.3741
O 4.0004 1.6305 4.4080
C 2.6516 1.9096 4.0739
H 0.8062 0.8878 4.9028
H 1.8644 -0.0646 3.8860
H 2.3746 -0.5603 6.3019
H 2.5768 1.1246 6.6920
H 4.3981 -0.3925 4.9569
H 4.7982 0.8227 6.1552
H 2.4813 1.9967 2.9976
H 2.2820 2.8785 4.4349
C -0.7653 4.0388 6.7156
C -1.0407 4.7729 5.4289
C -1.8303 3.6989 4.6609
O -2.3936 2.8393 5.6412
C -1.9844 3.1680 6.9700
H -0.4145 4.6833 7.5290
H 0.1167 3.3897 6.6527
H -0.1492 5.1450 4.9300
H -1.7306 5.6187 5.5152
H -1.0654 3.0942 4.1496
H -2.5813 3.9983 3.9333
H -1.8207 2.2788 7.5798
H -2.8131 3.6716 7.4840
C -0.2838 -0.3279 0.8650
C 1.1101 -0.4391 0.2696
C 1.3771 1.0198 -0.1283
O 0.9345 1.6513 1.0939
C -0.2972 1.0830 1.5180
H -0.5297 -1.1510 1.5373
H -1.0105 -0.3902 0.0500
H 1.2206 -1.1002 -0.5916
H 1.9242 -0.6379 0.9673
H 0.8122 1.3537 -0.9997
H 2.4364 1.2295 -0.2538
H -1.1336 1.7118 1.2168
H -0.3139 0.8587 2.5844
C -1.5399 -4.4766 2.7496
O -0.5404 -5.3849 2.4063
C 0.4412 -5.5108 3.4169
C 1.4438 -4.3584 3.5514
O 2.2479 -4.2068 2.4250
C 1.6044 -3.7743 1.2367
H -1.1251 -3.4585 2.7803
H -2.0963 -4.6452 3.6830
H -2.3395 -4.4933 2.0039
H 1.0270 -6.4202 3.2385
H -0.0182 -5.8693 4.3489
H 2.0730 -4.5855 4.4123
H 0.9162 -3.4468 3.8606
H 0.5986 -3.4102 1.4383
H 1.5725 -4.5710 0.4908
H 2.2183 -3.0046 0.7706
C 2.2785 3.7000 -5.6504
O 2.0624 5.0734 -5.3697
C 3.1690 5.7206 -4.7494
C 3.5921 5.0358 -3.4590
O 2.4646 4.7168 -2.6777
C 2.7599 4.2609 -1.3912
H 2.3795 3.2043 -4.6818
H 3.1340 3.5147 -6.3056
H 1.4026 3.2911 -6.1509
H 2.7470 6.6998 -4.5232
H 3.9706 5.8456 -5.4805
H 4.2232 5.7066 -2.8637
H 4.1909 4.1386 -3.6481
H 3.1150 5.1022 -0.7800
H 3.4728 3.4334 -1.3288
H 1.8668 3.9482 -0.8482
C -3.6463 0.4274 -6.0972
O -2.7769 0.8916 -5.1050
C -1.5186 0.2808 -5.1027
C -0.5193 0.9905 -4.1925
O -0.7270 0.8581 -2.8076
C -1.8264 1.5566 -2.2493
H -3.1539 0.2912 -7.0696
H -4.5673 0.9831 -6.2580
H -3.9626 -0.5834 -5.7758
H -1.1083 0.1523 -6.1143
H -1.5891 -0.7795 -4.8119
H -0.3465 2.0518 -4.3962
H 0.4130 0.4754 -4.4392
H -1.8956 2.5882 -2.5947
H -1.6659 1.4125 -1.1768
H -2.7475 0.9831 -2.4166
*
```

***

Entry 2:
The following is a DFT calculation (ωB97M-V/def2-TZVPD) of a 12-piece molecular cluster, C32H72BO22S8 overall.

Gap between HOMO and LUMO ... 8.26 eV

Geometry as ORCA input:
```
! wB97M-V def2-TZVPD RIJCOSX def2/J DEFGRID3
* xyz -1 1
O 2.1570 3.6903 1.0195
C 1.3411 2.7844 0.8195
O 0.9100 2.4038 -0.3475
B 0.2390 1.1524 -0.2126
O -0.1740 1.0427 1.1794
C 0.6463 1.8321 1.8765
O 0.8111 1.7944 3.1236
O 1.0446 0.0185 -0.5479
C 0.4352 -0.7690 -1.4576
O 0.7735 -1.8987 -1.6794
C -0.8401 -0.0893 -1.8485
O -0.9041 1.0131 -1.1740
O -1.7674 -0.5697 -2.5218
C 5.3333 5.8277 -0.0887
S 4.2557 6.7728 1.0914
O 4.9492 8.1458 1.2678
C 2.7836 6.9617 -0.1025
H 6.3013 5.6018 0.3584
H 5.5864 6.4076 -0.9763
H 4.7501 4.9645 -0.4097
H 3.2211 7.4228 -0.9880
H 1.9668 7.5782 0.2727
H 2.4801 5.9651 -0.4228
C -5.3968 -4.5460 -3.2331
S -4.3840 -4.3802 -1.6827
O -4.3505 -5.7772 -0.9928
C -2.7610 -4.1853 -2.5011
H -4.8286 -4.0226 -4.0020
H -6.3778 -4.0950 -3.0837
H -5.5348 -5.5862 -3.5282
H -2.7963 -5.0337 -3.1845
H -2.0328 -4.4735 -1.7429
H -2.5846 -3.1623 -2.8335
C 4.5308 1.5307 0.0184
S 6.3760 1.5356 -0.0635
O 6.8741 2.6639 0.8467
C 6.7315 -0.0588 0.8691
H 4.0769 0.7425 -0.5824
H 4.2587 2.3985 -0.5824
H 4.2221 1.6106 1.0607
H 6.2304 -0.1450 1.8332
H 7.7064 0.1210 1.3222
H 6.5378 -1.0011 0.3565
C 1.9475 -1.6695 1.6286
S 2.8456 -2.3574 3.1330
O 4.3620 -2.5232 2.7756
C 2.6602 -0.8687 4.1513
H 2.4412 -0.7509 1.3117
H 0.9058 -1.4093 1.8165
H 1.9912 -2.4770 0.8978
H 2.8389 -0.0699 3.4317
H 3.3766 -0.6797 4.9508
H 1.6300 -0.7497 4.4870
C 3.6324 3.1098 4.3093
S 5.1880 2.1630 3.8221
O 5.8079 1.5298 5.0640
C 6.3695 3.5954 3.6791
H 3.3007 3.6842 3.4444
H 3.7752 3.8419 5.1041
H 2.7951 2.4561 4.5537
H 6.4824 4.0689 4.6543
H 6.0584 4.3069 2.9142
H 7.3902 3.2672 3.4830
C 5.6010 0.2026 -4.4343
S 4.3080 0.9430 -3.2644
O 4.0931 2.3013 -3.9530
C 2.9606 -0.1174 -3.7727
H 6.5538 0.7318 -4.4220
H 5.2597 0.2592 -5.4679
H 5.5895 -0.8231 -4.0657
H 2.0744 0.4941 -3.9427
H 2.7838 -0.9357 -3.0747
H 3.3006 -0.4543 -4.7520
C -6.3600 2.6846 -0.2745
S -4.8717 3.0399 0.6981
O -4.2057 4.0946 -0.2199
C -3.9930 1.4640 0.3814
H -5.8920 2.4863 -1.2388
H -7.0761 3.4860 -0.4566
H -6.7922 1.8119 0.2150
H -4.5722 0.5918 0.6848
H -3.0788 1.4536 0.9749
H -3.8446 1.4247 -0.6977
C -4.7777 2.5175 -5.1377
S -4.2142 3.7877 -3.9304
O -5.4838 4.0279 -3.1275
C -3.2221 2.5965 -2.9527
H -5.3270 3.0446 -5.9179
H -5.4178 1.7619 -4.6823
H -3.9743 1.8644 -5.4782
H -2.7407 2.8792 -2.0166
H -2.4364 2.1422 -3.5564
H -3.9423 1.7920 -2.8038
O 1.6603 -7.2136 -6.1498
C 1.2148 -6.1203 -6.6628
O 0.5017 -5.1128 -6.0220
C -0.3262 -5.3398 -4.8378
C 0.3601 -5.1779 -3.5237
C 1.6000 -5.7217 -8.0871
H -0.8606 -6.2895 -4.8626
H -1.2357 -4.7662 -5.0165
H -0.3380 -5.3949 -2.7153
H 0.5668 -4.1600 -3.1930
H 1.1965 -5.8463 -3.3193
H 2.1100 -4.7726 -7.9223
H 0.7806 -5.5200 -8.7770
H 2.1879 -6.6094 -8.3206
O -5.4381 -3.2890 3.1026
C -4.4469 -3.9089 2.8156
O -3.5039 -3.5274 1.9466
C -3.6405 -2.2482 1.3477
C -2.2523 -1.9662 0.7691
C -4.0505 -5.1464 3.6022
H -3.8954 -1.5137 2.1117
H -4.3798 -2.3425 0.5523
H -2.2388 -1.0692 0.1500
H -1.7128 -2.7972 0.3147
H -1.6856 -1.6292 1.6372
H -4.2063 -6.1409 3.1842
H -4.7038 -5.2653 4.4666
H -3.0176 -4.9691 3.9018
O -2.6525 0.9719 7.5182
C -3.7939 1.0323 7.0887
O -4.1425 1.2362 5.8181
C -3.1082 1.5846 4.9061
C -2.3708 0.3303 4.2918
C -4.9675 0.5637 7.9801
H -2.3484 2.2968 5.2278
H -3.6218 2.0896 4.0880
H -1.6226 0.5535 3.5312
H -3.0812 -0.3490 3.8207
H -1.7581 -0.1250 5.0699
H -5.8786 0.8901 7.4785
H -4.7952 1.0516 8.9394
H -5.0028 -0.4783 8.2980
*
```

***

Entry 3:
The following is a DFT calculation (ωB97M-V/def2-TZVPD) of C32H72BrFNbO5 as an isolated structure.

Gap between HOMO and LUMO ... 7.31 eV

Geometry as ORCA input:
```
! wB97M-V def2-TZVPD RIJCOSX def2/J DEFGRID3
* xyz -1 1
C -5.6725 -1.1206 -0.0895
O -4.5054 -1.8682 0.1392
C -3.3418 -1.0701 0.1479
C -2.1266 -1.9238 0.4728
C -1.1001 -1.2243 1.3575
C -0.6082 0.1523 0.8524
C 0.7548 0.1299 0.1309
Nb 0.8653 1.2578 -1.8491
C -0.6383 -0.2634 -2.5879
C -0.1818 -1.5807 -3.2447
C 0.9311 -1.5034 -4.2722
F 0.5570 -2.2113 -5.4301
C -0.6570 2.8687 -1.2202
C -2.0736 2.6753 -1.7612
C -3.0672 3.7646 -1.3080
C -4.1893 3.9816 -2.2971
O -5.0972 5.0102 -1.9034
C 2.5561 2.3099 -0.7135
O 2.9822 3.5688 -1.2732
C 2.5042 4.6704 -0.5934
O 2.9199 4.6915 0.7537
C 1.9135 4.8239 1.7245
C 1.7097 3.5509 2.5256
O 2.9430 3.0406 2.9985
C 1.2339 2.4420 -3.7445
C 0.1258 2.5014 -4.7865
C -0.4113 3.9127 -5.0108
Br 0.7386 1.8268 -6.5552
H -5.4903 -0.2906 -0.7778
H -6.4188 -1.7703 -0.5364
H -6.0487 -0.6990 0.8463
H -3.4370 -0.2629 0.8867
H -3.2092 -0.5808 -0.8231
H -1.6712 -2.2764 -0.4533
H -2.4871 -2.8167 0.9866
H -0.2280 -1.8774 1.4208
H -1.4964 -1.1541 2.3717
H -0.5320 0.8037 1.7252
H -1.3928 0.5979 0.2372
H 1.5194 0.4944 0.8234
H 1.0378 -0.9080 -0.0682
H 2.1955 0.0625 -2.3262
H -1.4260 0.1862 -3.2009
H -1.1522 -0.5729 -1.6731
H -1.0334 -2.0289 -3.7650
H 0.0933 -2.2975 -2.4701
H 1.8493 -1.9664 -3.9203
H 1.1630 -0.4890 -4.5825
H -0.2908 3.8323 -1.5842
H -0.6841 2.8790 -0.1259
H -2.0673 2.6816 -2.8527
H -2.4691 1.7153 -1.4261
H -3.4715 3.5153 -0.3224
H -2.5225 4.7039 -1.1903
H -4.7337 3.0459 -2.4571
H -3.7683 4.3023 -3.2477
H -5.2346 4.9249 -0.9602
H 3.4327 1.6661 -0.6422
H 2.2197 2.4455 0.3141
H 2.9082 5.5416 -1.1091
H 1.4074 4.6976 -0.6402
H 2.1809 5.6405 2.3985
H 0.9485 5.0778 1.2771
H 1.0552 3.7929 3.3704
H 1.1765 2.8164 1.9200
H 2.9789 2.1187 2.7616
H 2.1440 2.0419 -4.1946
H 1.4962 3.4704 -3.4861
H -0.7274 1.8641 -4.5762
H 0.2908 4.5101 -5.5819
H -1.3625 3.8713 -5.5418
H -0.6031 4.3605 -4.0353
C 5.8440 1.3321 8.3807
C 5.2730 0.0985 7.6870
C 5.2354 0.2186 6.1644
C 4.3645 1.3569 5.6299
C 2.9023 1.3154 6.0645
C 2.1599 0.0702 5.5871
H 5.2369 2.2179 8.1901
H 5.8852 1.1892 9.4618
H 6.8577 1.5392 8.0314
H 4.2694 -0.1037 8.0715
H 5.8800 -0.7715 7.9526
H 4.8950 -0.7318 5.7439
H 6.2559 0.3603 5.7946
H 4.4069 1.3434 4.5382
H 4.7944 2.3169 5.9263
H 2.4059 2.2011 5.6625
H 2.8292 1.3890 7.1541
H 2.1937 -0.0093 4.4980
H 1.1108 0.1029 5.8844
H 2.5894 -0.8432 6.0023
C -3.0735 -7.9980 -3.8180
C -2.8285 -7.7068 -2.3402
C -3.1290 -6.2616 -1.9461
C -2.2749 -5.2114 -2.6581
C -0.7677 -5.3804 -2.4814
C -0.3116 -5.2691 -1.0289
H -2.4260 -7.3983 -4.4587
H -2.8808 -9.0474 -4.0475
H -4.1087 -7.7805 -4.0898
H -1.7945 -7.9563 -2.0867
H -3.4568 -8.3694 -1.7380
H -3.0094 -6.1575 -0.8643
H -4.1834 -6.0500 -2.1516
H -2.5642 -4.2224 -2.2892
H -2.5080 -5.2097 -3.7265
H -0.2660 -4.6075 -3.0680
H -0.4391 -6.3376 -2.8973
H -0.6023 -4.3052 -0.6049
H 0.7737 -5.3507 -0.9550
H -0.7430 -6.0554 -0.4059
*
```

***

Entry 4:
The following is a DFT calculation (ωB97M-V/def2-TZVPD) of a 3-piece molecular cluster, C32H72BrP2 overall.

Gap between HOMO and LUMO ... 8.63 eV
ΔE to the lowest compared entry with this formula, charge and spin ... 0.0422 eV

Geometry as ORCA input:
```
! wB97M-V def2-TZVPD RIJCOSX def2/J DEFGRID3
* xyz 1 1
Br -2.2332 0.9954 -0.1766
C 3.6977 3.9956 5.4910
C 2.3879 4.6502 5.0367
C 1.8751 4.1140 3.7106
C 1.5313 2.6169 3.7821
P 0.3959 2.1133 2.4790
C 1.1339 2.3778 0.8721
C 1.0526 3.7918 0.2515
C 2.3845 4.3933 -0.1750
C 2.2254 5.4599 -1.2610
C -0.0095 0.3677 2.6884
C 1.1921 -0.5738 2.6174
C 0.8358 -2.0281 2.8658
C 0.5028 -2.3122 4.3274
C -1.1308 3.0319 2.6614
C -1.7639 2.9730 4.0672
C -3.2361 2.5500 3.9695
C -4.1243 3.6537 3.4577
H 3.5286 3.0426 5.9882
H 4.2721 4.6987 6.0891
H 4.3425 3.7804 4.6299
H 2.5330 5.7300 4.9674
H 1.6258 4.5270 5.8129
H 2.6529 4.2681 2.9569
H 1.0196 4.7021 3.3644
H 1.1183 2.3000 4.7418
H 2.4683 2.0695 3.6385
H 0.6772 1.6513 0.1958
H 2.1944 2.1080 0.9528
H 0.4673 4.5127 0.8290
H 0.4171 3.6922 -0.6368
H 3.0756 3.5888 -0.4453
H 2.8832 4.8528 0.6875
H 2.9362 6.2735 -1.1039
H 1.2375 5.9186 -1.2544
H 2.4416 5.0683 -2.2549
H -0.8096 0.1515 1.9724
H -0.4189 0.3848 3.7089
H 1.9801 -0.2344 3.2975
H 1.6233 -0.4769 1.6158
H 1.6920 -2.6497 2.5917
H -0.0033 -2.3188 2.2241
H -0.2784 -1.6650 4.7292
H 1.3905 -2.0784 4.9306
H 0.2760 -3.3534 4.5435
H -1.7949 2.5796 1.9093
H -0.9585 4.0371 2.2749
H -1.7300 3.9856 4.4712
H -1.2337 2.2565 4.6944
H -3.5649 2.1659 4.9391
H -3.3246 1.6788 3.3077
H -3.8110 3.9823 2.4621
H -4.0991 4.5073 4.1366
H -5.1471 3.3102 3.3059
C 3.5729 0.8346 -2.1498
C 2.7894 -0.2296 -1.3789
C 1.4096 -0.4727 -1.9351
C 0.5683 -1.4487 -1.1281
P -0.5517 -2.4500 -2.1126
C -1.5031 -1.3021 -3.0960
C -2.6142 -1.8232 -3.9810
C -2.1167 -2.3429 -5.3322
C -3.1949 -2.5314 -6.3855
C -1.6547 -3.4503 -1.0843
C -2.5286 -2.7482 -0.0592
C -3.5469 -3.7265 0.5059
C -4.7698 -3.9354 -0.3890
C 0.2925 -3.6927 -3.1208
C 1.2650 -3.1367 -4.1668
C 1.5203 -4.1366 -5.2997
C 2.4612 -5.2470 -4.8678
H 3.9891 0.5386 -3.1090
H 4.3713 1.2644 -1.5385
H 2.9228 1.7083 -2.3024
H 2.7265 0.1222 -0.3448
H 3.3854 -1.1466 -1.3039
H 1.4610 -0.7236 -3.0031
H 0.9047 0.4978 -2.0374
H -0.0500 -0.8911 -0.4124
H 1.1725 -2.1792 -0.5759
H -0.8177 -0.6183 -3.6006
H -1.9778 -0.7137 -2.3003
H -3.3341 -1.0192 -4.1343
H -3.0984 -2.6508 -3.4554
H -1.6749 -3.3378 -5.1473
H -1.2579 -1.7825 -5.7155
H -2.8700 -3.1658 -7.2030
H -3.4824 -1.5552 -6.7915
H -4.1168 -2.8934 -5.9252
H -1.0245 -4.2064 -0.6026
H -2.1979 -4.0174 -1.8534
H -2.9445 -1.8092 -0.4317
H -1.8276 -2.3629 0.6928
H -3.8423 -3.3891 1.5059
H -3.0190 -4.6475 0.7825
H -4.7403 -4.8908 -0.9166
H -4.8332 -3.1408 -1.1325
H -5.6888 -3.9487 0.1928
H -0.5051 -4.2848 -3.5694
H 0.8598 -4.2859 -2.3963
H 2.2063 -2.8709 -3.6787
H 0.8763 -2.1892 -4.5545
H 1.9301 -3.5994 -6.1554
H 0.5631 -4.5708 -5.5984
H 3.3801 -4.8468 -4.4363
H 2.7819 -5.8354 -5.7300
H 1.9779 -5.9361 -4.1751
*
```